Molecular formula: C2H7NS2
Method: DFT, ωB97M-V/def2-TZVPD

Last column: Löwdin charge in e.
Atoms and positions in Å:
C -2.09 1.18 0.12  -0.278
C 2.40 -1.35 -0.14  -0.480
N -3.20 0.51 -0.45  -0.605
S 1.75 0.29 0.33  0.612
S -3.84 -0.75 0.19  0.654
H -1.26 1.12 -0.59  0.062
H -2.35 2.24 0.20  0.083
H -1.77 0.80 1.09  0.054
H 3.28 -1.58 0.46  0.022
H 2.64 -1.36 -1.20  0.022
H 1.61 -2.07 0.07  0.021
H 2.82 0.98 -0.07  -0.166

Its SMILES is CN=S.CS. The value obtained for the frontier orbital gap is 7.370 eV. The electronic energy comes out at -931.44801 hartree. The calculation puts the HOMO energy at -8.24 eV. The molar mass is 109.22 g/mol. For the strongest force on any atom, the calculation gives 1.036 eV/A. The calculation puts the LUMO energy at -0.032 Ha.

=====

Molecular formula: C2H7NS2
Method: DFT, ωB97M-V/def2-TZVPD

Last column: Löwdin charge in e.
Atoms and positions in Å:
C 1.26 -1.56 -0.31  -0.261
C -2.17 1.15 0.47  -0.474
N 0.91 -0.35 0.43  -0.670
S 1.79 1.00 0.35  0.705
S -1.23 -0.08 -0.47  0.666
H 0.82 -2.36 0.07  0.026
H 0.95 -1.70 -1.33  0.059
H 2.32 -1.61 -0.31  0.067
H -3.13 1.12 0.20  -0.024
H -1.93 2.20 0.28  0.037
H -2.02 1.00 1.48  -0.004
H 2.40 1.20 -0.86  -0.127

The value obtained for the frontier orbital gap (alpha / beta) is 7.689 / 7.620 eV. The electronic energy comes out at -931.39477 hartree. The calculation puts the HOMO energy (alpha / beta) at -8.45 / -8.43 eV. The molar mass is 109.22 g/mol. For the strongest force on any atom, the calculation gives 4.274 eV/A. The calculation puts the LUMO energy (alpha / beta) at -0.028 / -0.030 Ha.

=====

Molecular formula: C2H7NS2
Method: DFT, ωB97M-V/def2-TZVPD

Last column: Löwdin charge in e.
Atoms and positions in Å:
S -0.65 -3.11 -0.43  0.219
S -2.37 -3.30 -1.52  0.202
H -0.50 -1.77 -0.45  -0.237
H -3.34 -3.25 -0.58  -0.209
C 1.84 1.56 0.12  -0.147
C -0.38 1.21 0.68  -0.093
N 0.59 0.82 -0.01  -0.091
H 2.48 1.00 0.78  0.077
H 1.67 2.63 0.24  0.074
H 2.42 1.51 -0.81  0.067
H -1.30 0.61 0.63  0.062
H -0.46 2.08 1.34  0.075

Its SMILES is C=NC.SS. The value obtained for the frontier orbital gap is 10.047 eV. The electronic energy comes out at -931.47927 hartree. The calculation puts the HOMO energy at -9.50 eV. The molar mass is 109.22 g/mol. For the strongest force on any atom, the calculation gives 1.683 eV/A. The calculation puts the LUMO energy at 0.020 Ha.

=====

The records above yield relative energy (zero: lowest compared OMol25 entry of this formula, charge and spin) values of 2.0565, 3.5051, 1.2058 eV, respectively.